Model 1:
Density functional theory data (the ωB97M-V functional and the def2-TZVPD basis) for a gas-phase ion, CH4N5O2 (charge +1).

Geometry as XYZ:
```
12
Properties=species:S:1:pos:R:3:lowdin_charge:R:1
O 0.532 -2.211 0.095 0.096
O -0.521 -1.254 0.180 -0.037
N 0.926 0.407 1.003 0.113
N 2.000 0.734 0.526 0.103
N 0.820 0.375 -1.230 0.101
N -1.265 0.794 -0.137 0.260
N 1.883 0.805 -0.932 0.105
C 0.008 -0.010 -0.063 -0.562
H -1.123 1.807 -0.122 0.170
H -1.764 0.517 -1.116 0.259
H -1.865 0.556 0.822 0.274
H 0.369 -2.520 0.975 0.117
```

Results
- highest occupied orbital energy (hartree) = -0.5689
- net charge = +1
- E_LUMO (eV) = -6.19
- SMILES = [NH3+]C1(OO)N=NN=N1
- spin multiplicity = 1

=====

Model 2:
Density functional theory data (the ωB97M-V functional and the def2-TZVPD basis) for 2 unconnected molecules or ions with the total composition CH4N5O2.

Geometry as XYZ:
```
12
Properties=species:S:1:pos:R:3:lowdin_charge:R:1
O -3.019 -1.212 4.181 0.170
O 2.157 0.552 1.216 0.066
N -1.200 0.052 -1.758 0.144
N -2.402 -1.005 3.243 -0.311
N -1.669 -0.936 2.429 0.205
N -0.124 -0.236 -1.087 0.107
N 1.125 -0.333 1.016 0.041
C 0.361 -0.213 0.008 0.011
H 1.316 -1.091 1.613 0.165
H -1.977 -0.249 -1.198 0.136
H 2.021 1.026 2.053 0.143
H -1.159 -0.342 -2.663 0.123
```

Results
- highest occupied orbital energy (hartree) = -0.5678
- net charge = +1
- E_LUMO (eV) = -4.49
- spin multiplicity = 1

=====

model 2 comes first in stability; the runner-up is 1.088 eV higher.

=====

Model 1:
Density functional theory data (the ωB97M-V functional and the def2-TZVPD basis) for 2 unconnected molecules or ions with the total composition C2H8N2O2.

Geometry as XYZ:
```
14
Properties=species:S:1:pos:R:3:lowdin_charge:R:1
O 0.264 0.156 1.588 -0.032
O 0.326 -0.615 -1.578 0.035
N -1.125 -1.383 0.358 0.311
N 1.292 1.265 -0.645 0.178
C 0.925 0.455 -1.606 -0.340
C -1.060 -0.194 1.110 -0.214
H 0.848 -0.565 1.326 0.110
H 2.008 1.965 -0.758 0.135
H -1.702 -0.195 1.986 0.149
H -1.369 0.619 0.443 0.148
H -1.024 -1.330 -0.645 0.097
H -1.553 -2.220 0.736 0.165
H 0.852 1.253 0.284 0.091
H 1.320 0.789 -2.600 0.167
```

Results
- highest occupied orbital energy (spin up / spin down) (hartree) = -0.5649 / -0.5417
- net charge = +1
- E_LUMO (spin up / spin down) (eV) = -3.07 / -8.88
- spin multiplicity = 2

=====

Model 2:
Density functional theory data (the ωB97M-V functional and the def2-TZVPD basis) for 2 unconnected molecules or ions with the total composition C2H8N2O2.

Geometry as XYZ:
```
14
Properties=species:S:1:pos:R:3:lowdin_charge:R:1
O 1.504 3.368 2.043 0.050
O 2.671 2.727 0.167 0.108
N -1.647 -0.921 -0.061 0.243
N 0.043 -2.021 -1.386 0.212
C -1.276 -2.152 -0.780 -0.257
C 1.666 2.925 0.755 -0.394
H 0.647 2.843 0.359 0.124
H -1.352 -2.955 -0.045 0.142
H 0.725 -2.294 -0.680 0.128
H -1.313 -0.772 0.886 0.138
H 2.028 2.878 2.686 0.112
H -2.106 -2.379 -1.442 0.136
H -1.785 -0.131 -0.686 0.135
H 0.194 -1.114 -1.817 0.122
```

Results
- highest occupied orbital energy (spin up / spin down) (hartree) = -0.5069 / -0.5069
- net charge = +1
- E_LUMO (spin up / spin down) (eV) = -3.91 / -8.88
- spin multiplicity = 2

=====

model 1 comes first in stability; the runner-up is 0.277 eV higher.

=====

Model 1:
Density functional theory data (the ωB97M-V functional and the def2-TZVPD basis) for 4 unconnected molecules or ions with the total composition C2H13NO3S.

Geometry as XYZ:
```
20
Properties=species:S:1:pos:R:3:lowdin_charge:R:1
S 1.510 -0.536 -3.204 0.691
O 1.646 -3.232 0.818 -0.064
O -2.096 2.089 2.468 -0.062
O 0.951 3.448 2.111 -0.051
N -0.600 -0.816 0.152 -0.008
C -0.397 -0.102 -1.096 -0.341
C 0.031 -1.007 -2.252 -0.568
H 0.009 3.274 2.019 0.005
H -1.280 0.481 -1.358 0.109
H 1.437 2.838 1.550 0.031
H -0.775 -1.057 -2.969 0.051
H -1.216 -0.270 0.736 0.052
H 1.848 -3.553 -0.063 0.029
H 1.603 0.698 -2.694 -0.159
H 1.652 -2.271 0.835 0.018
H 0.431 0.608 -0.959 0.074
H -0.717 -1.813 0.225 0.061
H -1.309 1.685 2.853 0.033
H -2.860 1.579 2.770 0.045
H 0.132 -2.043 -1.943 0.053
```

Results
- highest occupied orbital energy (hartree) = -0.3390
- E_LUMO (eV) = 0.37
- SMILES = NCCS.O.O.O
- spin multiplicity = 1

=====

Model 2:
Density functional theory data (the ωB97M-V functional and the def2-TZVPD basis) for 4 unconnected molecules or ions with the total composition C2H13NO3S.

Geometry as XYZ:
```
20
Properties=species:S:1:pos:R:3:lowdin_charge:R:1
S -1.173 1.315 -1.042 0.731
O -2.681 -1.012 1.513 -0.093
O 0.288 -1.167 1.543 -0.051
O 1.081 1.978 3.616 -0.065
N 1.009 0.285 -3.545 0.003
C 1.180 0.302 -2.071 -0.385
C -0.034 -0.100 -1.362 -0.544
H 0.386 -0.478 -0.346 0.073
H -0.405 -0.935 -1.755 0.027
H 0.787 1.222 -3.745 0.034
H 0.533 -1.167 2.436 0.006
H 0.911 1.248 4.240 0.037
H -3.625 -1.017 1.802 0.057
H -1.874 0.776 -0.106 -0.225
H 2.010 -0.302 -1.807 0.088
H 0.995 -1.819 1.313 0.084
H 0.290 -0.408 -3.778 0.071
H 1.555 1.268 -1.859 0.092
H 1.060 1.584 2.735 0.024
H -2.294 -1.571 2.218 0.036
```

Results
- highest occupied orbital energy (hartree) = -0.3180
- E_LUMO (eV) = -0.03
- SMILES = NCCS.O.O.O
- spin multiplicity = 1

=====

Model 3:
Density functional theory data (the ωB97M-V functional and the def2-TZVPD basis) for 4 unconnected molecules or ions with the total composition C2H13NO3S.

Geometry as XYZ:
```
20
Properties=species:S:1:pos:R:3:lowdin_charge:R:1
S -1.124 0.023 0.546 0.605
O 5.687 -2.157 -0.549 -0.096
O -4.504 -3.315 0.034 -0.092
O -3.397 2.537 3.090 -0.112
N 2.120 0.812 -0.381 0.003
C 0.848 1.295 -1.039 -0.398
C -0.266 0.326 -1.154 -0.504
H -2.907 1.682 3.376 0.076
H 0.349 -0.617 -1.560 0.127
H 2.812 1.379 -0.028 0.023
H -2.915 2.817 2.295 0.021
H 0.502 2.310 -0.558 0.126
H 1.164 1.552 -2.078 0.106
H 6.221 -1.592 0.048 0.041
H 5.738 -1.791 -1.468 0.052
H 1.803 0.097 0.287 0.056
H -4.105 -3.321 0.953 0.064
H -4.419 -2.386 -0.244 0.023
H -1.178 0.476 -1.690 0.038
H -2.428 -0.125 0.121 -0.160
```

Results
- highest occupied orbital energy (hartree) = -0.3440
- E_LUMO (eV) = 0.27
- SMILES = NCCS.O.O.O
- spin multiplicity = 1

=====

model 1 comes first in stability; the runner-up is 0.769 eV higher.

=====

Model 1:
Density functional theory data (the ωB97M-V functional and the def2-TZVPD basis) for C3H5NS2 in the gas phase.

Geometry as XYZ:
```
11
Properties=species:S:1:pos:R:3:lowdin_charge:R:1
S -0.855 -1.459 -0.574 0.836
S -0.463 1.431 -0.560 0.872
N -2.037 -0.552 0.248 -0.376
C 1.495 -0.281 0.397 -0.200
C -1.918 0.709 0.170 -0.575
C 0.429 -0.131 -0.661 -0.927
H 2.133 0.637 0.326 0.082
H 2.063 -1.233 0.365 0.082
H -2.703 1.282 0.595 0.062
H 1.033 -0.265 1.400 0.078
H 0.824 -0.137 -1.705 0.066
```

Results
- highest occupied orbital energy (hartree) = -0.3128
- E_LUMO (eV) = 0.72
- SMILES = C[C@@H]1SC=NS1
- spin multiplicity = 1

=====

Model 2:
Density functional theory data (the ωB97M-V functional and the def2-TZVPD basis) for C3H5NS2 in the gas phase.

Geometry as XYZ:
```
11
Properties=species:S:1:pos:R:3:lowdin_charge:R:1
S 2.774 0.591 0.124 0.336
S 2.194 1.598 -1.476 0.030
N 1.694 -0.655 0.611 -0.347
C -0.484 0.012 -0.416 -0.232
C 0.432 -0.921 0.162 -0.141
C -0.617 1.339 -0.224 -0.034
H 1.949 -1.326 1.252 0.059
H 0.248 -1.916 0.425 0.095
H -1.397 1.916 -0.899 0.114
H -0.139 1.950 0.451 0.014
H -1.143 -0.465 -1.159 0.106
```

Results
- highest occupied orbital energy (spin up / spin down) (hartree) = -0.2669 / -0.2683
- E_LUMO (spin up / spin down) (eV) = -0.77 / -0.72
- spin multiplicity = 1

=====

model 1 comes first in stability; the runner-up is 2.099 eV higher.